C3H10N2 | ωB97M-V with the def2-TZVPD basis set

Structure (XYZ):
```
15
C3H10N2 ωB97M-V with the def2-TZVPD basis set
H 3.130 0.011 -2.271
N 3.763 0.740 -1.954
C 3.380 1.886 -2.349
N 2.149 2.200 -2.895
H 4.139 2.667 -2.406
H 2.157 2.888 -3.620
H 1.411 1.560 -2.710
C -2.862 -1.719 1.630
C -2.154 -1.314 2.929
H -3.813 -1.192 1.610
H -3.056 -2.781 1.529
H -2.299 -1.391 0.754
H -2.678 -1.646 3.825
H -1.129 -1.684 2.922
H -2.139 -0.227 3.007
```

relative energy (zero: lowest compared OMol25 entry of this formula, charge and spin) = 15.1 kcal per mole
total charge = 0
SMILES string = [H]/N=C\N.CC

Löwdin atomic charge list, values in e, 2 entries: 0.027, 0.045

=====

C3H10N2 | ωB97M-V with the def2-TZVPD basis set

Structure (XYZ):
```
15
C3H10N2 ωB97M-V with the def2-TZVPD basis set
C 0.264 -0.188 2.372
N -0.379 -0.539 1.109
C -0.373 0.233 -0.118
C -0.008 -0.369 -1.487
N 0.515 0.742 -2.289
H 1.106 0.469 2.228
H -0.480 0.374 2.973
H 0.483 -1.159 2.901
H -1.259 -0.995 1.288
H 0.228 1.134 0.040
H -1.405 0.637 -0.115
H -1.009 -0.607 -1.842
H 0.740 -1.156 -1.368
H 0.074 0.630 -3.203
H 1.502 0.794 -2.490
```

relative energy (zero: lowest compared OMol25 entry of this formula, charge and spin) = 32.5 kcal per mole
total charge = 0
SMILES string = CNCCN

Löwdin atomic charge list, values in e, 2 entries: -0.135, -0.166

=====

Across the entries above, Kohn-Sham gap takes the values 10.4054, 9.1318 eV, respectively.
Across the entries above, HOMO takes the values -0.3471, -0.2921 hartree, respectively.
Across the entries above, LUMO energy takes the values 0.03525, 0.04353 Ha, respectively.